Record 1
{
  "formula": "C24H38As2N4OSZr",
  "method": "ωB97M-V with the def2-TZVPD basis set",
  "symbols": ["Zr", "C", "As", "C", "C", "C", "C", "C", "C", "C", "As", "C", "C", "H", "H", "H", "H", "H", "H", "H", "H", "H", "H", "H", "H", "H", "H", "H", "H", "C", "C", "N", "O", "H", "H", "H", "H", "H", "N", "C", "C", "C", "C", "C", "C", "C", "H", "H", "H", "H", "H", "C", "C", "N", "C", "S", "N", "C", "C", "H", "H", "H", "H", "H", "H", "H", "H", "H", "H", "H", "H"],
  "xyz": [[-0.188, -0.403, 0.444], [1.558, -4.235, 0.983], [1.660, -2.309, 1.042], [0.865, -1.869, 2.795], [3.500, -1.798, 1.127], [4.510, -2.745, 1.240], [5.833, -2.320, 1.282], [6.138, -0.969, 1.210], [5.125, -0.022, 1.099], [3.801, -0.437, 1.050], [2.367, 0.845, 0.988], [2.481, 1.779, 2.679], [2.824, 2.160, -0.354], [2.075, -4.593, 0.095], [0.516, -4.543, 0.949], [2.028, -4.642, 1.878], [1.640, -1.801, 3.559], [0.160, -2.651, 3.075], [0.338, -0.896, 2.853], [4.288, -3.803, 1.295], [6.626, -3.049, 1.371], [7.171, -0.647, 1.239], [5.383, 1.029, 1.049], [3.386, 2.386, 2.684], [2.534, 1.058, 3.492], [1.616, 2.427, 2.810], [3.777, 2.617, -0.092], [2.053, 2.929, -0.383], [2.906, 1.675, -1.324], [-2.162, -3.825, -0.620], [-2.363, -2.889, 0.518], [-3.289, -3.109, 1.401], [-1.614, -1.834, 0.641], [-3.116, -4.063, -1.092], [-1.747, -4.766, -0.249], [-1.483, -3.400, -1.353], [-3.899, -3.915, 1.321], [-3.442, -2.491, 2.188], [-0.994, 1.348, 1.438], [-1.464, 2.196, 2.093], [-2.009, 3.238, 2.835], [-2.583, 2.992, 4.102], [-3.094, 4.053, 4.812], [-3.039, 5.341, 4.278], [-2.471, 5.586, 3.027], [-1.951, 4.544, 2.294], [-2.616, 1.989, 4.506], [-3.537, 3.889, 5.785], [-3.444, 6.168, 4.847], [-2.437, 6.592, 2.633], [-1.505, 4.716, 1.324], [-4.163, 0.449, -4.306], [-3.261, 1.557, -3.784], [-2.243, 1.075, -2.819], [-1.115, 0.479, -3.160], [0.085, 0.049, -1.913], [-0.797, 0.247, -4.406], [0.420, -0.374, -4.983], [0.072, -1.643, -5.738], [-4.877, 0.874, -5.009], [-4.728, -0.009, -3.495], [-3.612, -0.334, -4.829], [-3.839, 2.312, -3.257], [-2.742, 2.083, -4.589], [-2.398, 1.264, -1.843], [-1.487, 0.522, -5.098], [1.123, -0.561, -4.176], [0.863, 0.370, -5.645], [-0.350, -2.400, -5.076], [0.974, -2.048, -6.194], [-0.637, -1.445, -6.543]],
  "forces_ev_per_a": [[0.18, -0.05, -0.38], [0.00, 0.00, -0.07], [-0.05, 0.01, 0.21], [-0.01, -0.04, 0.20], [-0.02, 0.04, -0.09], [-0.03, 0.02, 0.00], [0.01, -0.01, 0.00], [0.01, 0.01, 0.00], [-0.04, -0.01, 0.01], [0.01, 0.04, 0.01], [-0.12, -0.08, 0.00], [-0.06, 0.04, 0.03], [0.02, -0.02, -0.02], [-0.01, 0.00, 0.00], [0.00, -0.01, 0.01], [0.01, 0.02, 0.00], [0.05, 0.00, -0.05], [-0.02, 0.02, -0.01], [0.02, 0.00, -0.01], [0.02, -0.01, 0.00], [0.00, 0.00, 0.00], [0.00, 0.00, 0.00], [0.02, 0.00, 0.00], [0.01, -0.02, -0.02], [-0.02, -0.01, 0.00], [0.02, 0.02, 0.00], [0.00, 0.00, 0.02], [0.01, 0.01, 0.00], [0.00, 0.01, 0.00], [0.02, -0.02, -0.02], [-0.05, 0.04, 0.02], [-0.02, -0.03, 0.00], [0.04, 0.01, 0.08], [0.00, 0.00, 0.00], [-0.01, 0.00, 0.01], [0.00, 0.01, 0.00], [0.00, 0.00, 0.00], [0.01, 0.01, -0.01], [-0.09, -0.15, 0.26], [0.05, 0.02, -0.09], [0.03, 0.12, -0.03], [0.02, -0.07, 0.00], [-0.01, 0.03, 0.00], [0.00, -0.01, 0.00], [0.01, 0.00, -0.02], [-0.01, -0.04, 0.03], [0.00, 0.00, 0.00], [0.00, 0.00, 0.00], [0.00, 0.00, 0.00], [-0.01, 0.00, 0.01], [0.00, 0.01, 0.00], [0.01, 0.00, 0.01], [-0.03, 0.01, -0.03], [-0.01, -0.03, 0.03], [0.01, 0.02, -0.06], [0.01, 0.13, -0.03], [0.00, -0.04, 0.03], [0.00, -0.03, -0.03], [-0.01, 0.01, 0.01], [0.00, 0.00, 0.00], [0.00, 0.00, 0.00], [0.00, 0.00, 0.00], [0.00, -0.01, 0.01], [0.01, 0.01, 0.01], [0.01, 0.02, -0.01], [-0.01, 0.00, 0.01], [0.00, 0.00, 0.01], [0.00, 0.01, 0.01], [0.00, 0.00, 0.00], [0.00, 0.00, 0.00], [0.00, 0.00, 0.00]],
  "lowdin_charge": [1.126, -0.226, 1.096, -0.275, -0.434, -0.064, -0.008, -0.006, -0.062, -0.425, 1.078, -0.233, -0.249, 0.061, 0.024, 0.066, 0.069, 0.049, -0.003, 0.111, 0.136, 0.136, 0.118, 0.059, 0.046, 0.027, 0.054, 0.043, 0.034, 0.052, -0.435, 0.289, -0.268, 0.123, 0.118, 0.096, 0.174, 0.164, 0.016, -0.062, -0.216, 0.009, -0.011, 0.028, -0.012, 0.009, 0.128, 0.135, 0.140, 0.135, 0.128, -0.054, -0.182, 0.030, -0.639, 0.653, 0.061, -0.204, -0.051, 0.103, 0.085, 0.075, 0.135, 0.132, 0.127, 0.154, 0.075, 0.140, 0.080, 0.099, 0.093],
  "e_lumo_ev": -12.73,
  "e_above_lowest_kcal_mol": 8.20,
  "charge": 4,
  "orbital_gap_ev": 6.61
}

---

Record 2
{
  "formula": "C3H8N2OS",
  "method": "ωB97M-V with the def2-TZVPD basis set",
  "symbols": ["N", "C", "C", "S", "C", "N", "O", "H", "H", "H", "H", "H", "H", "H", "H"],
  "xyz": [[-0.348, -0.403, -1.461], [-0.466, -0.374, -0.084], [0.239, 0.741, 0.712], [-1.954, 2.169, -1.446], [0.954, -0.601, 0.681], [0.723, -1.419, 1.848], [1.934, -0.808, -0.070], [0.522, -0.755, -1.814], [-2.095, 2.587, -2.716], [-0.770, 0.448, -1.902], [-1.418, -0.654, 0.350], [-0.309, 1.031, 1.597], [0.519, 1.507, -0.006], [1.343, -1.123, 2.607], [1.127, -2.345, 1.704]],
  "forces_ev_per_a": [[-0.33, -1.36, 1.48], [-2.25, 2.68, -1.89], [-0.81, -1.39, -1.40], [0.59, -0.21, -0.34], [4.08, -0.15, 2.54], [0.53, -0.35, 0.28], [-1.03, -0.19, -0.11], [0.67, 0.82, -0.09], [-0.11, 0.01, 0.11], [-1.03, 0.52, -0.26], [0.04, -0.49, 0.03], [0.08, -0.43, 0.18], [0.47, -0.12, 0.14], [-0.56, 0.70, -0.02], [-0.33, -0.05, -0.67]],
  "lowdin_charge": [0.081, -0.227, -0.001, 0.266, -0.626, 0.116, 0.083, 0.096, -0.312, -0.039, 0.138, 0.127, 0.101, 0.104, 0.095],
  "e_lumo_ev": -3.87,
  "e_above_lowest_kcal_mol": 153.83,
  "charge": 0,
  "orbital_gap_ev": 4.40
}